Record 1
Here is a structure of composition C16H30MnN3OSSi2 from the OMol25 dataset. Energies are from the ωB97M-V functional and the def2-TZVPD basis.

Values from the calculation:
- Energy relative to the best compared isomer or geometry (same formula, charge and spin): 0.000 eV
- Max |F|: 0.0092 Eh/bohr
- Orbital gap (alpha / beta): 7.7 / 8.9 eV

```
! RIJCOSX wB97M-V def2-TZVPD def2/J DEFGRID3
* xyz 0 5
Mn 0.211 -0.441 -0.458
C -2.890 0.749 1.013
Si -1.336 0.957 2.045
C -0.564 2.634 1.746
C -1.876 0.904 3.854
C -0.160 -0.441 1.616
C -0.843 -1.758 1.487
C -1.456 -2.495 2.493
C -2.053 -3.707 2.174
C -2.022 -4.172 0.869
C -1.378 -3.398 -0.084
N -0.814 -2.234 0.217
Si 1.490 -0.609 2.478
C 2.339 -2.156 1.819
C 1.362 -0.836 4.340
C 2.572 0.886 2.142
H -3.608 1.543 1.234
H -3.384 -0.205 1.221
H -2.638 0.800 -0.047
H -1.322 3.414 1.851
H -0.167 2.667 0.731
H 0.232 2.853 2.462
H -2.594 1.703 4.057
H -1.033 1.038 4.534
H -2.363 -0.041 4.106
H -1.466 -2.112 3.504
H -2.543 -4.291 2.943
H -2.478 -5.113 0.596
H -1.310 -3.717 -1.117
H 1.762 -3.049 2.074
H 3.329 -2.269 2.268
H 2.473 -2.135 0.733
H 0.765 -1.715 4.596
H 0.906 0.030 4.823
H 2.356 -0.976 4.772
H 2.611 1.109 1.074
H 3.592 0.697 2.485
H 2.203 1.772 2.662
O -0.315 1.036 -1.083
S 2.401 -0.733 -1.799
C 2.008 0.792 -2.476
N 2.476 1.913 -1.926
C 1.858 3.212 -2.169
C 1.427 3.296 -3.622
C 0.558 2.096 -3.954
N 1.263 0.876 -3.577
H 2.926 1.769 -1.036
H 2.586 3.986 -1.930
H 0.992 3.306 -1.508
H 2.304 3.313 -4.273
H 0.866 4.215 -3.787
H 0.339 2.050 -5.020
H -0.379 2.137 -3.392
H 0.897 -0.006 -3.894
*
```

These are the Löwdin partial charges, in e, on atoms 1 to 4: number 1, Mn, carries 0.632; number 2, C, carries -0.171; number 3, Si, carries 0.445; number 4, C, carries -0.171

Record 2
Here is a structure of composition C16H30MoN2O3SeSi from the OMol25 dataset. Energies are from the ωB97M-V functional and the def2-TZVPD basis.

Values from the calculation:
- Energy relative to the best compared isomer or geometry (same formula, charge and spin): 0.000 eV
- Max |F|: 0.0108 Eh/bohr
- Orbital gap (alpha / beta): 7.4 / 7.2 eV

```
! RIJCOSX wB97M-V def2-TZVPD def2/J DEFGRID3
* xyz 2 1
Mo -0.133 -0.915 0.342
C -2.260 5.564 0.253
O -2.252 5.099 -1.101
C -1.918 3.850 -1.364
C -1.919 3.486 -2.725
C -1.589 2.215 -3.088
C -1.233 1.232 -2.135
C -0.872 -0.091 -2.554
C -0.934 -0.495 -3.991
O -0.482 -0.972 -1.739
C -1.247 1.620 -0.779
O -0.966 0.743 0.230
C -1.583 2.902 -0.392
H -2.522 6.614 0.198
H -1.272 5.456 0.702
H -3.010 5.029 0.837
H -2.185 4.235 -3.457
H -1.591 1.959 -4.137
H -0.191 0.063 -4.564
H -1.910 -0.279 -4.424
H -0.721 -1.557 -4.076
H -1.587 3.140 0.661
N -0.254 -0.512 2.508
C -0.602 -1.634 3.425
C -2.104 -1.776 3.597
C -2.898 -1.951 2.299
C -2.389 -3.064 1.390
N -1.573 -2.530 0.247
H 0.644 -0.128 2.794
H -0.923 0.250 2.619
H -0.124 -1.477 4.392
H -0.171 -2.545 3.005
H -2.496 -0.918 4.148
H -2.275 -2.647 4.232
H -2.944 -1.015 1.728
H -3.932 -2.167 2.568
H -3.220 -3.615 0.951
H -1.776 -3.784 1.931
H -2.225 -2.181 -0.458
H -1.126 -3.313 -0.236
C 5.063 -2.691 -0.485
Si 4.274 -1.037 -0.219
C 4.860 -0.108 1.271
C 3.980 -0.024 -1.743
Se 2.018 -1.769 0.434
H 6.119 -2.535 -0.724
H 4.609 -3.232 -1.315
H 5.015 -3.311 0.411
H 5.909 0.159 1.114
H 4.805 -0.718 2.173
H 4.302 0.815 1.429
H 4.945 0.289 -2.151
H 3.404 0.876 -1.524
H 3.464 -0.603 -2.509
*
```

These are the Löwdin partial charges, in e, on atoms 1 to 4: number 1, Mo, carries 1.217; number 2, C, carries -0.023; number 3, O, carries -0.020; number 4, C, carries -0.248

Record 3
Here is a structure of composition C16H30N2OP2STc in a non-equilibrium geometry from the OMol25 dataset. Energies are from the ωB97M-V functional and the def2-TZVPD basis.

Values from the calculation:
- Energy relative to the best compared isomer or geometry (same formula, charge and spin): 1.830 eV
- Max |F|: 0.1538 Eh/bohr
- Orbital gap (alpha / beta): 5.6 / 6.8 eV

```
! RIJCOSX wB97M-V def2-TZVPD def2/J DEFGRID3
* xyz 0 4
Tc 0.327 0.075 0.314
P -2.020 0.446 1.522
P 2.164 -0.075 -1.282
N -0.387 -1.561 0.085
H -0.380 0.534 1.768
C -3.591 0.719 0.661
H -4.384 0.973 1.407
H -3.860 -0.218 0.131
H -3.477 1.542 -0.069
C -1.877 1.799 2.771
H -2.764 1.790 3.423
H -1.791 2.738 2.201
H -0.941 1.656 3.335
C -2.252 -1.083 2.510
H -2.998 -0.889 3.317
H -1.273 -1.382 2.938
H -2.619 -1.879 1.822
C 1.802 0.037 -3.034
H 2.731 -0.123 -3.559
H 1.387 1.014 -3.254
H 1.089 -0.719 -3.326
C 3.466 1.077 -0.975
H 4.309 0.704 -1.533
H 3.722 1.120 0.071
H 3.211 2.060 -1.333
C 2.858 -1.693 -1.017
H 3.800 -1.722 -1.541
H 2.228 -2.483 -1.399
H 3.047 -1.880 0.032
C -0.466 -2.913 0.026
C -1.477 -4.946 -0.805
C -1.322 -3.583 -0.895
C 0.310 -3.674 0.940
C 0.144 -5.041 1.017
C -0.747 -5.682 0.142
H -2.178 -5.504 -1.451
H -1.876 -3.014 -1.626
H 0.973 -3.107 1.581
H 0.721 -5.577 1.787
H -0.861 -6.767 0.249
C -0.509 3.183 -2.301
O -0.360 1.971 -2.489
C -1.918 3.773 -1.984
H -1.807 4.529 -1.138
H -2.490 2.958 -1.488
H -2.483 4.212 -2.885
C 0.709 4.004 -1.788
H 1.514 4.250 -2.555
H 1.138 3.428 -0.924
H 0.294 4.943 -1.316
S 3.111 1.621 3.736
C 2.156 1.015 2.652
N 1.471 0.465 1.785
*
```

These are the Löwdin partial charges, in e, on atoms 1 to 4: number 1, Tc, carries 0.850; number 2, P, carries 0.712; number 3, P, carries 0.665; number 4, N, carries -0.250

Record 4
Here is a structure of composition C16H31AlClN2O4S in a non-equilibrium geometry from the OMol25 dataset. Energies are from the ωB97M-V functional and the def2-TZVPD basis.

Values from the calculation:
- Max |F|: 0.1186 Eh/bohr
- Orbital gap: 6.9 eV

```
! RIJCOSX wB97M-V def2-TZVPD def2/J DEFGRID3
* xyz -1 1
O 1.507 4.111 1.989
C 2.771 3.458 1.673
C 2.562 2.531 0.346
C 3.233 1.087 0.580
Al 2.184 -0.503 -0.163
Cl 1.219 -0.116 -2.195
C 0.823 -1.298 1.165
C -0.621 -0.587 1.147
C -0.879 0.191 2.546
C -2.092 1.246 2.249
C -1.367 2.653 1.914
C -2.407 3.881 1.796
C -1.824 4.894 0.672
S -2.588 4.672 -1.004
C -2.316 2.982 -1.653
N -1.765 2.821 -2.956
N -1.668 1.495 -3.279
C -2.178 0.797 -2.140
O -2.575 1.706 -1.114
H 1.627 5.084 2.059
H 3.151 2.832 2.563
H 3.544 4.273 1.423
H 1.473 2.505 0.012
H 3.181 3.059 -0.469
H 4.246 1.099 0.021
H 3.513 0.889 1.685
H 3.266 -1.670 -0.430
H 0.650 -2.379 0.817
H 1.298 -1.369 2.201
H -0.804 0.094 0.246
H -1.424 -1.419 1.110
H 0.055 0.824 2.775
H -1.173 -0.507 3.392
H -2.739 1.429 3.181
H -2.758 0.880 1.396
H -0.686 2.880 2.798
H -0.759 2.572 0.940
H -3.417 3.515 1.416
H -2.577 4.405 2.798
H -0.689 4.720 0.598
H -1.986 5.955 1.050
H -2.317 -0.314 -1.966
O 1.568 -3.569 -0.598
C 1.019 -4.243 -1.432
O -0.254 -4.654 -1.240
C -1.042 -5.334 -2.223
C -0.718 -6.814 -2.257
C 1.761 -4.703 -2.655
H -0.941 -4.856 -3.201
H -2.084 -5.203 -1.923
H 0.325 -6.995 -2.521
H -1.351 -7.331 -2.981
H -0.874 -7.260 -1.269
H 2.407 -5.540 -2.383
H 2.372 -3.876 -3.021
H 1.118 -5.000 -3.482
*
```

These are the Löwdin partial charges, in e, on atoms 1 to 4: number 1, O, carries -0.152; number 2, C, carries -0.241; number 3, C, carries -0.245; number 4, C, carries -0.310

Record 5
Here is the ion C16H31B2ClINO8PS3 with charge +1 in a non-equilibrium geometry from the OMol25 dataset. Energies are from the ωB97M-V functional and the def2-TZVPD basis.

Values from the calculation:
- Max |F|: 0.1282 Eh/bohr
- Orbital gap: 7.5 eV

```
! RIJCOSX wB97M-V def2-TZVPD def2/J DEFGRID3
* xyz 1 1
C 1.011 1.835 5.843
C 1.643 1.174 4.515
C 1.082 -0.307 4.216
O 1.666 -1.270 4.783
O -0.004 -0.585 3.318
C 0.554 -0.476 1.952
C -0.356 -1.401 1.014
C -0.624 -0.778 -0.457
C 0.692 -0.037 -0.993
C 2.028 -0.961 -0.989
C 3.324 -0.208 -0.409
C 3.780 1.052 -1.309
S 5.164 1.885 -0.343
O 6.051 2.729 -1.208
O 5.978 0.744 0.227
Cl 4.246 2.893 1.221
N -1.640 0.364 -0.444
P -2.012 1.508 0.882
S -0.854 3.102 0.853
C -2.345 0.537 -1.575
C -3.459 1.594 -2.004
C -2.837 2.529 -3.181
C -3.646 3.924 -3.269
I -0.732 3.026 -2.907
S -1.902 -0.730 -2.825
C -1.341 -1.880 -1.423
C -0.414 -2.913 -2.232
B 0.103 -4.203 -1.395
O -0.493 -4.754 -0.205
O 1.274 -4.900 -1.924
B -2.821 -2.403 -0.882
O -4.009 -2.170 -1.684
O -3.015 -3.115 0.356
H 1.083 1.116 6.736
H -0.056 2.202 5.653
H 1.651 2.757 6.116
H 1.493 1.877 3.610
H 2.782 1.127 4.698
H 0.543 0.637 1.698
H 1.637 -0.858 2.043
H -1.347 -1.619 1.568
H 0.174 -2.425 0.960
H 0.961 0.902 -0.373
H 0.597 0.353 -2.077
H 2.264 -1.211 -2.090
H 1.862 -1.985 -0.479
H 3.128 0.152 0.656
H 4.180 -0.982 -0.442
H 4.146 0.749 -2.355
H 2.899 1.765 -1.468
H -1.773 0.903 2.180
H -3.384 1.925 0.895
H -4.306 1.001 -2.498
H -3.802 2.299 -1.179
H -2.925 2.021 -4.212
H -3.375 4.434 -4.267
H -3.307 4.550 -2.365
H -4.778 3.811 -3.180
H -1.053 -3.309 -3.113
H 0.502 -2.425 -2.712
H 0.031 -4.575 0.603
H 1.924 -4.828 -1.179
H -4.749 -2.099 -1.040
H -3.087 -4.071 0.093
*
```

These are the Löwdin partial charges, in e, on atoms 1 to 4: number 1, C, carries -0.104; number 2, C, carries -0.143; number 3, C, carries -0.364; number 4, O, carries 0.081

Record 6
Here is a cluster of 7 separate species, C16H31Cl12N in total in a non-equilibrium geometry from the OMol25 dataset. Energies are from the ωB97M-V functional and the def2-TZVPD basis.

Values from the calculation:
- SMILES: CCCC#N.ClCCCl.ClCCCl.ClCCCl.ClCCCl.ClCCCl.ClCCCl
- Energy relative to the best compared isomer or geometry (same formula, charge and spin): 2.628 eV
- Max |F|: 0.1589 Eh/bohr
- Orbital gap: 10.5 eV

```
! RIJCOSX wB97M-V def2-TZVPD def2/J DEFGRID3
* xyz 0 1
C -10.651 -31.401 3.024
C -10.333 -29.856 2.870
C -11.592 -28.888 2.479
C -12.155 -29.090 1.158
N -12.617 -29.233 0.024
H -11.377 -31.544 3.824
H -9.758 -31.970 3.279
H -11.081 -31.821 2.114
H -9.651 -29.840 2.019
H -9.762 -29.585 3.758
H -11.267 -27.850 2.561
H -12.303 -29.019 3.294
Cl -7.257 -32.807 1.457
C -6.399 -33.768 2.710
C -7.351 -33.874 3.954
Cl -6.480 -35.006 5.099
H -5.395 -33.371 2.857
H -6.170 -34.783 2.388
H -8.324 -34.270 3.664
H -7.318 -32.870 4.378
Cl -9.105 -35.249 9.193
C -9.730 -34.897 7.583
C -10.875 -33.881 7.526
Cl -11.393 -33.776 5.793
H -9.989 -35.865 7.153
H -8.853 -34.553 7.035
H -10.634 -32.893 7.918
H -11.656 -34.154 8.235
Cl -14.677 -26.553 0.891
C -13.799 -25.822 -0.499
C -12.871 -24.813 0.094
Cl -11.425 -25.729 0.747
H -14.592 -25.523 -1.184
H -13.205 -26.570 -1.024
H -13.370 -24.097 0.747
H -12.566 -24.198 -0.753
Cl -6.070 -28.878 -2.811
C -6.238 -29.904 -1.346
C -7.005 -29.079 -0.303
Cl -8.638 -28.643 -0.765
H -5.305 -30.365 -1.021
H -6.701 -30.822 -1.710
H -6.576 -28.130 0.018
H -7.138 -29.609 0.640
Cl -12.085 -32.046 -3.588
C -11.445 -32.637 -2.014
C -10.073 -31.945 -1.471
Cl -8.631 -32.627 -2.259
H -11.415 -33.726 -2.048
H -12.179 -32.326 -1.271
H -9.892 -31.876 -0.398
H -10.069 -30.889 -1.741
Cl -7.210 -28.273 3.240
C -5.688 -28.103 4.085
C -5.610 -28.951 5.326
Cl -5.609 -30.640 4.902
H -5.474 -27.080 4.396
H -4.940 -28.469 3.382
H -6.414 -28.688 6.014
H -4.642 -28.736 5.777
*
```

These are the Löwdin partial charges, in e, on atoms 1 to 4: number 1, C, carries -0.109; number 2, C, carries -0.211; number 3, C, carries -0.173; number 4, C, carries -0.236

Record 7
Here is a cluster of 6 separate species, C16H31Cl3O15 in total in a non-equilibrium geometry from the OMol25 dataset. Energies are from the ωB97M-V functional and the def2-TZVPD basis.

Values from the calculation:
- SMILES: COC(=O)OC.COC(=O)OC.COC(=O)OC.COC(=O)OC.COC(=O)OC.ClC(Cl)Cl
- Energy relative to the best compared isomer or geometry (same formula, charge and spin): 0.000 eV
- Max |F|: 0.0225 Eh/bohr
- Orbital gap: 11.2 eV

```
! RIJCOSX wB97M-V def2-TZVPD def2/J DEFGRID3
* xyz 0 1
C 1.781 3.205 -7.028
O 0.433 3.061 -6.577
C 0.108 3.564 -5.391
O 0.814 4.244 -4.699
O -1.135 3.176 -5.106
C -1.625 3.629 -3.847
H 2.339 2.310 -6.766
H 2.239 4.089 -6.586
H 1.728 3.332 -8.104
H -1.961 4.657 -3.934
H -0.818 3.539 -3.122
H -2.419 2.973 -3.501
C -0.508 2.992 4.711
O -1.269 1.942 4.132
C -2.293 1.470 4.849
O -2.673 1.897 5.902
O -2.813 0.455 4.164
C -3.914 -0.252 4.753
H 0.547 2.811 4.512
H -0.650 3.138 5.776
H -0.765 3.925 4.203
H -4.833 0.059 4.265
H -3.921 -0.130 5.832
H -3.752 -1.310 4.542
C 4.159 -0.708 1.322
O 4.135 0.656 0.920
C 4.915 1.482 1.625
O 5.495 1.188 2.629
O 4.938 2.709 1.101
C 4.469 2.934 -0.226
H 5.135 -0.969 1.726
H 3.949 -1.313 0.444
H 3.394 -0.874 2.081
H 4.641 2.072 -0.864
H 5.012 3.792 -0.616
H 3.408 3.174 -0.202
C -2.974 -5.129 0.772
O -2.776 -3.959 1.577
C -3.012 -2.805 0.955
O -3.615 -2.673 -0.082
O -2.466 -1.824 1.678
C -2.751 -0.508 1.224
H -2.270 -5.127 -0.064
H -3.978 -5.151 0.361
H -2.709 -5.954 1.422
H -1.975 0.153 1.598
H -3.699 -0.158 1.633
H -2.748 -0.434 0.139
C 0.230 -5.100 -3.642
O -0.101 -5.066 -2.264
C 0.563 -4.186 -1.525
O 1.468 -3.484 -1.891
O 0.041 -4.209 -0.301
C 0.576 -3.267 0.621
H 1.248 -4.755 -3.808
H -0.416 -4.406 -4.192
H 0.060 -6.106 -4.004
H 0.868 -2.319 0.167
H 1.515 -3.647 1.034
H -0.159 -3.101 1.400
Cl 1.320 3.194 1.487
C 0.117 2.071 0.912
Cl 0.788 0.472 0.591
Cl -0.855 2.621 -0.449
H -0.582 1.936 1.729
*
```

These are the Löwdin partial charges, in e, on atoms 1 to 4: number 1, C, carries -0.029; number 2, O, carries 0.003; number 3, C, carries -0.622; number 4, O, carries 0.123

Record 8
Here is a structure of composition C16H31CrN8OSeSi2 in a non-equilibrium geometry from the OMol25 dataset. Energies are from the ωB97M-V functional and the def2-TZVPD basis.

Values from the calculation:
- Energy relative to the best compared isomer or geometry (same formula, charge and spin): 1.474 eV
- Max |F|: 0.0568 Eh/bohr
- Orbital gap (alpha / beta): 7.3 / 7.2 eV

```
! RIJCOSX wB97M-V def2-TZVPD def2/J DEFGRID3
* xyz 0 4
Cr -12.983 8.963 7.764
C -14.157 3.046 6.439
C -15.479 3.417 5.805
C -16.594 3.080 6.838
C -15.634 4.836 5.258
N -15.247 5.949 6.103
C -14.224 6.825 6.078
N -14.298 7.487 7.202
N -15.388 7.149 7.855
N -16.010 6.214 7.227
H -14.261 2.100 7.041
H -13.816 3.851 7.081
H -13.350 2.776 5.686
H -15.821 2.878 4.894
H -16.455 3.703 7.734
H -16.510 2.015 7.051
H -17.663 3.184 6.440
H -16.676 4.976 5.188
H -15.119 5.042 4.347
H -13.457 7.018 5.270
C -16.838 10.450 9.305
Si -15.867 11.774 8.327
C -17.162 12.677 7.280
C -14.826 12.811 9.426
Se -14.546 10.661 6.891
H -17.593 10.947 9.846
H -16.211 9.919 10.031
H -17.101 9.638 8.625
H -17.860 13.216 7.958
H -17.690 11.940 6.746
H -16.684 13.301 6.503
H -15.416 13.353 10.164
H -14.421 13.441 8.645
H -14.046 12.277 9.978
C -8.158 6.011 6.960
Si -9.821 5.370 7.330
C -10.773 4.911 5.840
C -9.666 3.972 8.541
C -10.815 6.693 8.073
C -11.639 7.572 8.355
H -7.543 5.462 6.277
H -7.530 6.008 7.866
H -8.246 7.082 6.812
H -10.772 3.825 5.627
H -10.246 5.419 5.042
H -11.823 5.233 6.012
H -8.776 3.517 8.147
H -10.573 3.412 8.595
H -9.349 4.380 9.510
O -12.329 8.916 5.933
N -11.096 9.046 5.552
C -10.392 9.844 6.276
C -10.951 10.300 7.545
N -11.569 10.703 8.450
C -9.074 10.260 5.868
N -7.957 10.471 5.662
N -13.753 8.685 9.799
H -14.637 8.185 9.870
H -13.829 9.585 10.286
H -13.098 8.096 10.191
*
```

These are the Löwdin partial charges, in e, on atoms 1 to 4: number 1, Cr, carries 0.366; number 2, C, carries -0.076; number 3, C, carries -0.405; number 4, C, carries -0.091

Ordered energy results: -81509.846 -101269.539 -53713.539 -58217.879 -98727.894 -168853.370 -85374.180 -140583.720; unit eV.